No. 1
# C37H89N7O15

A 11-piece molecular cluster, C37H89N7O15 overall (the ωB97M-V functional and the def2-TZVPD basis, the OMol25 dataset).

```
! wB97M-V def2-TZVPD RIJCOSX def2/J DEFGRID3
* xyz 0 1
C 31.1963 11.1073 -2.8129
O 29.9609 11.7926 -2.7074
C 29.6516 12.1500 -1.3848
C 28.9163 11.0163 -0.6511
O 27.5125 11.2386 -0.8140
C 26.7498 10.1057 -0.4883
H 31.4734 10.9937 -3.8583
H 31.0405 10.1195 -2.3676
H 32.0132 11.6443 -2.3219
H 28.9752 13.0051 -1.3805
H 30.5330 12.4545 -0.8153
H 29.1031 11.0602 0.4249
H 29.1233 10.0397 -1.0992
H 26.9912 9.6741 0.4916
H 26.9040 9.2899 -1.2060
H 25.6976 10.3828 -0.5089
C 31.9717 13.8022 1.5664
O 30.6744 13.2433 1.5522
C 29.8464 13.9932 2.4124
C 28.5374 13.2421 2.5844
O 28.7529 12.1026 3.3739
C 27.5369 11.3885 3.5782
H 32.4759 13.7514 2.5353
H 31.9204 14.8769 1.3298
H 32.5832 13.4005 0.7598
H 29.6588 15.0091 2.0425
H 30.3026 14.1625 3.3976
H 28.2052 12.9516 1.5790
H 27.7940 13.9406 2.9880
H 26.9347 11.8947 4.3442
H 27.8037 10.3884 3.9039
H 26.9137 11.4301 2.6806
C 24.3671 11.3650 1.1150
O 23.6251 10.6962 2.1101
C 23.7020 11.3559 3.3534
C 22.8704 10.6774 4.4228
O 23.5467 9.5900 4.9829
C 22.8147 8.9467 5.9841
H 25.4360 11.2087 1.3060
H 24.1834 12.4443 1.0789
H 24.1212 10.9414 0.1437
H 23.3003 12.3715 3.2270
H 24.7417 11.4637 3.6921
H 21.8856 10.4310 4.0066
H 22.6448 11.4914 5.1271
H 22.3063 9.6427 6.6664
H 23.3984 8.2245 6.5485
H 21.9468 8.4008 5.5772
C 25.8952 3.7401 2.2048
O 25.1212 2.5900 2.4413
C 25.5929 1.8448 3.5358
C 24.9575 0.4721 3.5539
O 25.2444 -0.1445 2.3092
C 24.8573 -1.4838 2.2787
H 26.1065 4.2833 3.1336
H 25.2756 4.4253 1.6256
H 26.8736 3.5667 1.7475
H 25.4380 2.3701 4.4853
H 26.6798 1.7119 3.4507
H 23.8700 0.4763 3.6988
H 25.3064 -0.0916 4.4290
H 23.7724 -1.5991 2.1219
H 25.0733 -2.1274 3.1409
H 25.3336 -1.9361 1.4056
C 24.7572 5.1867 -3.0496
C 24.7194 6.4174 -2.1908
O 25.4202 6.5477 -1.1970
N 23.9844 7.4555 -2.6471
C 23.9196 8.7438 -1.9763
H 23.7974 4.8998 -3.4815
H 25.1337 4.3673 -2.4409
H 25.4335 5.3251 -3.8939
H 23.2436 7.2601 -3.2999
H 23.4286 9.4731 -2.6117
H 24.9401 9.0113 -1.7047
H 23.3549 8.6460 -1.0431
C 26.6596 8.0670 4.0186
C 26.7448 7.8882 2.5063
O 27.7681 8.2513 1.9293
N 25.6586 7.4528 1.8485
C 24.3205 7.3716 2.4034
H 25.7934 8.6256 4.3742
H 27.5682 8.5806 4.3235
H 26.6847 7.0661 4.4632
H 25.7139 7.3865 0.8403
H 23.7014 6.7663 1.7379
H 23.7878 8.3197 2.4683
H 24.3351 6.8470 3.3573
C 23.6911 2.1575 8.1037
C 23.3643 2.8609 6.8075
O 23.0039 2.2071 5.8415
N 23.5722 4.1963 6.7523
C 23.4130 5.0389 5.5942
H 24.7411 1.8701 8.1752
H 23.1552 1.2150 8.1995
H 23.4034 2.7592 8.9695
H 23.9504 4.6343 7.5825
H 22.4838 5.6101 5.6550
H 23.4081 4.4421 4.6819
H 24.2389 5.7453 5.4848
C 26.2858 7.1247 7.9157
C 26.1092 6.0471 8.9713
O 25.1178 5.3328 9.0772
N 27.1363 5.9706 9.8369
C 27.3074 4.9597 10.8602
H 26.4458 6.6695 6.9329
H 27.1312 7.7887 8.0834
H 25.3658 7.6955 7.7913
H 27.9124 6.5790 9.6425
H 27.5616 3.9893 10.4285
H 26.3510 4.8536 11.3708
H 28.0761 5.1890 11.5921
C 28.1503 5.5803 -0.1640
C 29.2265 4.5570 0.1025
O 29.3402 3.5549 -0.6060
N 29.9951 4.7195 1.1927
C 29.9428 5.7835 2.1807
H 27.7488 5.4129 -1.1600
H 28.5335 6.5990 -0.1175
H 27.2897 5.4012 0.4796
H 30.5485 3.9058 1.4099
H 30.6791 5.6018 2.9609
H 28.9448 5.7950 2.6271
H 30.1548 6.7890 1.8159
C 27.5732 3.5225 6.9384
C 28.0886 4.6191 6.0226
O 27.6780 4.7519 4.8798
N 29.0045 5.4439 6.5815
C 29.4706 6.6714 5.9666
H 26.6509 3.8398 7.4238
H 28.2924 3.2566 7.7156
H 27.4309 2.6647 6.2823
H 29.4651 5.1515 7.4239
H 28.9770 7.5496 6.3881
H 29.3877 6.6013 4.8855
H 30.5311 6.8565 6.1503
C 30.8797 9.6661 2.0974
C 31.2546 9.4687 3.5483
O 31.6595 8.3848 3.9468
N 31.0462 10.5338 4.3483
C 31.2507 10.5005 5.7833
H 31.3962 8.9455 1.4648
H 31.1617 10.6571 1.7382
H 29.8125 9.4755 1.9691
H 30.6563 11.3663 3.9328
H 32.1906 10.9989 6.0318
H 31.3032 9.4850 6.1611
H 30.4580 11.0591 6.2802
*
```

Calculated values
* highest occupied orbital energy: -8.46 eV
* HOMO-LUMO gap: 8.573 eV
* energy relative to the best compared isomer or geometry (same formula, charge and spin): 0.0 kcal/mol

No. 2
# C3H6N2

A 2-piece molecular cluster, C3H6N2 overall (the ωB97M-V functional and the def2-TZVPD basis, the OMol25 dataset).

```
! wB97M-V def2-TZVPD RIJCOSX def2/J DEFGRID3
* xyz 0 1
C -1.3707 0.1721 -0.0292
C -2.4218 -0.5771 0.3216
C 2.0633 1.4026 -0.2791
N 2.2310 -0.8907 0.3870
N 2.2392 0.2540 -0.1036
H -1.4122 0.5827 -0.9618
H -0.4460 0.1088 0.4290
H -2.6406 -1.2320 1.2282
H -3.2533 -0.6153 -0.2612
H 1.8541 2.0765 -1.0207
H 3.1571 -1.2815 0.2899
*
```

Calculated values
* highest occupied orbital energy: -8.99 eV
* HOMO-LUMO gap: 10.017 eV
* energy relative to the best compared isomer or geometry (same formula, charge and spin): 109.1 kcal/mol

No. 3
# C18H62N22O12

A 12-piece molecular cluster, C18H62N22O12 overall (the ωB97M-V functional and the def2-TZVPD basis, the OMol25 dataset).

```
! wB97M-V def2-TZVPD RIJCOSX def2/J DEFGRID3
* xyz 1 2
C 8.9112 -16.3008 -0.7517
O 9.8347 -17.1195 -0.9995
N 8.4360 -16.2130 0.4067
N 7.9496 -16.1179 -1.5600
H 7.9295 -15.3584 0.5886
H 9.0891 -16.5420 1.1033
H 8.0474 -16.3941 -2.5265
H 7.2023 -15.5654 -1.1645
C 7.1662 -12.7021 -0.7107
O 7.2898 -13.1660 0.4184
N 7.5704 -11.4560 -1.0475
N 6.5968 -13.3802 -1.7142
H 7.4204 -11.2437 -2.0235
H 7.6935 -10.7434 -0.3424
H 6.3831 -12.9747 -2.6142
H 6.0456 -14.1272 -1.3165
C 4.8116 -15.3552 0.9613
O 5.3377 -15.6060 -0.0729
N 3.8955 -15.9351 1.5914
N 5.0722 -14.2468 1.5973
H 3.4441 -15.6179 2.4374
H 3.5773 -16.8258 1.2370
H 4.4626 -14.0738 2.3838
H 5.8437 -13.6022 1.5012
C 4.9375 -9.8166 4.0018
O 5.4501 -10.0620 5.1005
N 5.1724 -10.4598 2.9158
N 4.1273 -8.8294 3.7557
H 4.7191 -10.1042 2.0862
H 5.8847 -11.1745 2.8716
H 3.9768 -8.1734 4.5087
H 4.0426 -8.4255 2.8338
C 1.7807 -11.4414 1.1293
O 2.8294 -11.9917 1.3441
N 1.2416 -10.4592 1.7574
N 0.8361 -11.9697 0.3287
H 0.2627 -10.2368 1.6461
H 1.8882 -9.8993 2.2947
H 1.0946 -12.7560 -0.2501
H 0.1198 -11.3265 0.0232
C 2.3794 -18.2593 -0.6935
O 2.9976 -18.5099 0.3124
N 2.8867 -17.7632 -1.7678
N 1.2197 -18.7996 -0.9258
H 3.8503 -17.4790 -1.6643
H 2.1765 -17.1210 -2.0893
H 1.1663 -19.6291 -0.3521
H 0.8225 -18.9979 -1.8330
C 6.6228 -19.7194 -0.0129
O 6.0721 -20.6304 0.4880
N 7.8380 -19.6344 -0.2138
N 6.0406 -18.5662 -0.1154
H 8.4381 -20.4154 0.0100
H 8.2975 -18.7430 -0.3338
H 6.4639 -17.7152 -0.4571
H 5.1131 -18.4354 0.2623
C -0.2201 -14.0502 3.7500
O -1.3337 -13.7820 3.2458
N 0.0780 -15.1041 4.4061
N 0.8948 -13.4040 3.4619
H -0.7131 -15.6655 4.6872
H 1.0036 -15.2349 4.7885
H 1.7443 -13.8167 3.8199
H 0.8276 -12.6725 2.7687
C 5.9686 -18.6857 4.5115
O 6.7111 -19.5433 4.7231
N 5.2930 -18.4710 3.3877
N 5.7940 -17.7096 5.3666
H 5.2902 -19.0747 2.5781
H 4.6965 -17.6568 3.4252
H 6.2108 -17.6335 6.2834
H 5.2463 -16.9001 5.1120
C 4.4872 -14.5250 4.9615
O 3.4954 -14.7430 4.3236
N 5.3870 -13.6476 4.6092
N 4.7807 -14.9875 6.1708
H 6.1372 -13.3691 5.2255
H 5.1620 -13.0073 3.8613
H 4.1293 -15.5389 6.7110
H 5.5702 -14.4904 6.5574
C 5.6608 -18.6706 -3.8584
C 5.3907 -17.1123 -3.7429
C 6.4967 -16.2692 -4.5153
O 7.8348 -16.6563 -4.2302
C 8.7940 -16.2664 -5.1839
N 4.0583 -16.9090 -4.1472
H 5.6869 -18.8482 -4.9335
H 4.8463 -19.2881 -3.4799
H 6.5613 -18.8387 -3.2676
H 5.4189 -16.8301 -2.6905
H 6.2594 -15.2293 -4.2910
H 6.2763 -16.3021 -5.5823
H 8.5717 -16.6408 -6.1832
H 9.7499 -16.6783 -4.8604
H 9.0906 -15.2176 -5.1764
H 3.6366 -17.7871 -3.8803
H 3.5764 -16.0732 -3.8483
C 10.9271 -18.3441 2.4091
C 10.6886 -17.6456 3.6664
C 9.1744 -17.1958 3.8062
O 9.0040 -15.9752 3.1270
C 7.7610 -15.2814 3.3796
N 11.1958 -18.5576 4.7429
H 12.0098 -18.4254 2.5057
H 10.6213 -17.6664 1.6121
H 10.3991 -19.2966 2.4549
H 11.2510 -16.7131 3.7145
H 8.9116 -17.0917 4.8589
H 8.5268 -17.9758 3.4058
H 6.9394 -15.8658 3.7938
H 7.2900 -14.8511 2.4958
H 7.8651 -14.5214 4.1540
H 10.5142 -18.7347 5.4669
H 11.0985 -19.4871 4.3600
*
```

Calculated values
* highest occupied orbital energy (spin up / spin down): -11.00 / -11.00 eV
* HOMO-LUMO gap (spin up / spin down): 8.658 / 2.950 eV

No. 4
# CH8NaO7

CH8NaO7 as an isolated structure (the ωB97M-V functional and the def2-TZVPD basis, the OMol25 dataset).

```
! wB97M-V def2-TZVPD RIJCOSX def2/J DEFGRID3
* xyz -1 1
Na -0.2103 -0.6750 -1.0309
C -1.8777 3.0131 1.5136
O -0.6860 2.8451 1.3157
O -2.6577 2.1322 1.0547
O -2.3594 4.0497 1.9782
O -3.4622 -2.6578 0.7353
H -3.7411 -3.0771 1.5493
H -3.5238 -1.7197 0.9153
O 3.9482 -2.3803 -1.0474
H 4.0948 -3.1228 -1.6335
H 4.5484 -2.5292 -0.3168
O 1.8120 -0.5325 3.1928
H 1.4514 -0.6468 4.0721
H 1.5674 0.3597 2.9472
O 0.2911 1.3852 -4.8018
H 1.0992 1.4935 -5.3034
H -0.2942 2.0626 -5.1405
*
```

Calculated values
* highest occupied orbital energy: -1.15 eV
* HOMO-LUMO gap: 2.500 eV
* energy relative to the best compared isomer or geometry (same formula, charge and spin): 94.0 kcal/mol